C28H53Cl2N10O6P2S3 | ωB97M-V with the def2-TZVPD basis set

```
104
Properties=species:S:1:pos:R:3:forces:R:3
C -1.22904 -0.12760 1.73314 0.324 1.393 -2.202
H 1.16817 0.57082 0.52005 -0.785 -0.702 -0.898
H 0.06877 -5.98384 0.58758 0.879 0.646 0.276
H 1.98606 -3.25538 1.98217 -0.729 0.725 -0.578
H -2.75344 -1.67302 1.45165 0.041 0.650 0.725
S 2.49466 -6.58217 -2.90048 0.212 0.889 -0.902
N 6.43210 -2.35762 -3.32712 -0.025 -0.433 0.266
H -6.23671 -1.18020 1.19054 -0.359 0.105 -0.564
H 3.89289 -5.01678 -7.31649 -0.391 -0.059 1.051
H 0.13616 1.19912 -0.81511 0.340 -0.831 0.752
H 0.37378 -3.45902 -0.44228 0.043 -0.847 0.931
H 1.21051 -5.46004 1.87389 0.028 0.160 -0.958
H -3.36573 2.75709 -0.28628 -0.596 0.138 1.032
P -3.20874 -1.08054 3.79930 -0.256 0.707 3.611
H -5.81936 1.88656 0.05136 0.505 0.565 0.557
H -7.19573 2.79022 1.89576 1.130 -0.174 0.347
C -0.98937 3.84681 2.63339 1.038 0.514 0.316
C -0.07485 4.29030 1.39007 -0.047 -1.046 0.247
C 1.72282 -5.41127 -1.71479 -0.269 1.907 0.946
H 0.67501 -2.45111 3.62706 -0.520 0.475 -0.956
C 0.36749 -3.82325 0.62918 0.159 0.608 -0.368
H -1.99862 4.33125 2.59671 0.782 -0.560 -0.048
C 0.03454 5.17694 -4.69540 0.562 0.997 3.065
H 0.62768 -1.57938 -1.62874 0.642 0.872 0.255
H 4.88297 -0.03502 -0.18391 0.100 0.099 -0.029
H -1.71195 0.00056 -0.39785 0.784 -0.644 0.442
C 2.07918 -5.69879 -0.20430 0.146 -0.921 0.550
H -0.47188 4.29618 3.53230 -0.730 -0.465 -0.819
S -1.23789 4.83820 0.06655 0.115 0.102 -0.711
O -2.06501 -1.90428 4.68697 -1.262 -0.170 -2.097
N -3.55506 0.22528 4.62978 -0.998 -1.244 -1.824
H -1.28214 2.00240 0.70743 0.561 -1.163 0.554
H 3.04471 -5.23720 0.13744 -0.765 -0.327 -0.721
N 3.25487 -3.79457 -5.59973 0.793 -2.446 -1.833
C 0.20671 -2.16843 2.64085 -0.095 0.542 0.146
C 6.71506 -1.05212 -3.58478 0.091 0.104 0.010
S 0.55200 7.11463 -0.71233 -0.443 -1.030 -0.224
H 4.92243 3.44456 0.37507 -0.004 -0.064 0.014
N 6.06295 -0.52838 -4.65842 -0.123 0.320 -0.248
H -0.81174 -2.66024 2.65834 1.205 0.175 -0.252
N -3.79107 0.18103 1.56701 1.126 0.632 -0.403
H -0.33890 -0.33725 3.71186 0.405 -0.192 -1.037
C 0.60879 5.73313 -3.47243 -2.746 -1.924 -3.293
H -2.46365 -2.31394 5.47802 0.150 0.454 -0.175
H 5.42112 -1.04752 -5.22998 0.016 -0.026 0.060
C -1.55826 1.44748 1.64062 -0.751 0.590 0.629
H -3.37359 1.89943 2.63068 -0.104 -0.771 -0.968
O -4.57016 -2.07672 3.67186 2.505 0.155 -0.035
H 5.79564 -2.90964 -3.87362 -0.016 0.074 0.005
C -2.66507 -0.72057 2.04569 0.968 -2.303 0.494
O 7.49242 -0.40182 -2.90295 -0.131 0.043 0.074
P -4.44569 -0.67041 0.10990 -1.765 -2.055 -2.108
C 3.52563 -4.91853 -6.27696 -0.628 1.576 1.468
C 1.13639 -2.70686 1.47443 -0.393 -1.420 0.790
C -0.32767 5.80814 -1.18063 0.991 0.756 0.226
H -0.72897 -3.86889 0.90455 1.146 0.248 -0.097
O 3.28786 -6.05682 -5.50525 -0.017 1.826 0.476
H 2.20721 -6.81539 -0.09412 -0.007 1.068 0.039
C -6.09618 2.64015 2.08656 -0.768 -0.173 -0.952
H -1.62933 2.07277 3.78186 0.643 0.167 -0.915
C 2.89217 -5.50670 -4.31909 -0.625 1.912 0.887
C 0.93433 -5.28477 0.80262 -0.924 -0.117 -1.086
H -0.86813 -1.54371 -0.03471 0.095 0.801 0.526
H 0.41790 3.34725 1.01346 -0.168 1.134 0.291
H -5.70542 3.66871 0.20537 0.333 -1.027 0.447
H 0.92890 -0.09584 2.46765 -1.041 -0.131 -0.232
H 3.49745 3.41296 1.35623 0.114 -0.025 -0.036
Cl -5.58712 3.99529 3.18300 -0.046 -0.856 -0.449
H 6.24460 0.43478 -4.87960 0.010 -0.114 0.003
H -4.55761 0.14180 4.86726 0.562 0.476 0.264
C -0.05018 -0.60542 2.64825 -0.541 -0.273 1.647
N 4.96702 0.96058 -0.07437 0.111 -0.264 -0.163
C -3.16597 1.54317 1.57102 0.488 3.391 2.850
H 0.59990 -5.38322 -1.79241 1.093 -0.365 -0.296
C -3.81251 2.73399 0.74916 -0.124 -1.100 -0.681
H 1.56695 6.24088 -3.26280 -1.114 -0.452 0.108
O -6.12454 -0.63629 0.37946 2.271 0.540 0.476
H -5.99886 1.63871 2.59244 0.141 1.134 -0.166
C -1.51256 4.75030 -3.09758 2.911 0.530 -3.632
Cl -4.21725 0.39613 -1.65793 -0.404 0.004 1.297
C -0.86634 -0.45030 0.21277 -0.730 0.248 -0.170
H 5.72799 1.43702 -0.52408 0.007 -0.083 -0.015
N 4.17851 2.92445 0.80224 -0.282 0.319 0.174
N 2.83840 -4.15056 -4.33936 0.336 -3.431 -0.146
H -4.56114 0.16315 2.25867 0.268 0.362 0.009
H -2.42203 4.39938 -2.56367 1.131 0.527 -0.449
H 0.05341 2.00350 3.14293 -1.040 0.065 -0.620
C -1.00108 2.29034 2.86471 -0.493 0.228 0.228
C 4.02926 1.57888 0.67944 0.210 -0.104 -0.125
H -3.53192 3.67984 1.27997 -0.103 -0.997 -0.504
H 2.22823 -0.81792 -1.10014 -1.058 0.059 -0.635
N -1.22801 4.60978 -4.42790 0.172 0.397 1.428
H 1.18587 -0.05885 -2.41933 0.125 -0.523 1.076
H -4.23868 -2.95710 3.95682 -0.724 0.250 -0.428
H 1.61393 -1.91306 0.85065 -0.694 -0.531 0.522
N -0.40908 5.43290 -2.56616 -0.367 0.123 3.374
C 0.45447 0.24698 -0.29041 -0.349 0.400 -1.188
C 1.17214 -0.61223 -1.43876 0.058 0.268 0.547
H 0.69550 5.04954 1.66780 -0.872 -0.446 -0.382
C -5.38357 2.69802 0.68678 -0.031 0.822 0.349
O 3.11220 0.96050 1.20924 -0.185 0.078 0.208
H 2.07174 -4.36013 -1.93504 -0.323 -1.206 -0.145
H 0.54600 5.22812 -5.67943 -0.898 -0.348 0.810
H 6.89438 -2.77932 -2.54088 -0.007 0.033 -0.114
```
Forces are in eV/Å.

Calculated values
energy above the lowest of the compared OMol25 structures with the same formula, charge and spin: 3.547 eV
maximum force: 4.70 eV/Å
net charge: +1

These are the Löwdin partial charges, in e, on atoms 1 to 8: -0.310, 0.070, 0.113, 0.114, 0.090, 0.951, 0.152, 0.061